A structure of composition C53H57Cl5GeO3SeTc in a non-equilibrium geometry, computed with wB97M-V/def2-TZVPD.

```
121
Properties=species:S:1:pos:R:3:forces:R:3:lowdin_charge:R:1
Tc -1.379927 0.599967 -1.005045 -0.376 -1.256 -1.176 1.08
C 0.293014 1.294571 6.218394 -0.030 0.054 0.023 -0.05
C -0.901157 2.107712 5.694879 0.019 0.029 0.029 -0.56
C -0.484278 3.580064 5.641922 -0.024 -0.103 -0.030 -0.07
C -2.072755 1.985915 6.681246 0.051 0.023 -0.028 -0.06
C -1.308025 1.580630 4.320924 0.017 0.050 0.011 -0.19
C -1.198182 2.323250 3.157122 -0.014 -0.040 0.030 -0.08
C -1.535132 1.772090 1.930658 -0.085 0.018 -0.170 -0.40
Se -1.419435 2.835175 0.322492 0.277 0.092 0.218 1.11
C 0.477681 2.909266 -0.072747 -0.084 0.117 -0.066 -0.39
C 1.307297 3.669139 0.737196 0.067 -0.045 -0.039 -0.07
C 2.663506 3.771154 0.475194 0.006 0.076 0.075 -0.19
C 3.140196 3.127096 -0.672426 0.011 0.049 0.052 0.00
C 2.345111 2.396320 -1.536466 -0.075 -0.079 -0.065 -0.09
C 0.956182 2.233877 -1.226337 -0.074 0.105 0.208 -0.43
O 0.210810 1.444273 -1.946546 0.881 0.331 -0.366 -0.34
C 2.916615 1.720012 -2.787838 -0.048 -0.061 -0.003 -0.53
C 2.157770 2.210510 -4.034218 0.008 -0.057 0.077 -0.04
C 4.397333 2.054847 -2.983692 -0.040 0.001 0.043 -0.08
C 2.779563 0.190229 -2.672119 -0.044 0.098 -0.069 -0.04
C 3.631580 4.538375 1.374527 0.040 -0.024 -0.002 -0.56
C 4.680298 3.567799 1.939548 -0.024 0.062 0.008 -0.05
C 4.335815 5.639118 0.566777 -0.021 -0.020 0.058 -0.06
C 2.916578 5.198779 2.555632 0.035 -0.050 -0.089 -0.07
C -2.051833 0.460261 1.792445 0.067 0.270 0.063 -0.38
O -2.402948 -0.037198 0.639949 -0.241 -0.467 0.864 -0.33
C -2.163351 -0.307398 2.994970 -0.066 -0.038 -0.070 -0.08
C -1.788953 0.271554 4.192513 0.011 0.035 0.066 0.00
C -2.644035 -1.758329 2.921500 0.005 -0.034 -0.088 -0.53
C -4.074204 -1.815442 2.361242 0.068 -0.016 -0.033 -0.04
C -2.648760 -2.437247 4.293913 0.016 0.033 -0.052 -0.08
C -1.699147 -2.558505 2.006477 -0.120 0.033 -0.025 -0.05
H 0.608149 1.655899 7.203441 -0.005 -0.013 0.002 0.07
H 1.134685 1.384143 5.529180 0.010 -0.020 0.006 0.09
H 0.041585 0.236391 6.303706 0.002 -0.005 0.000 0.07
H -0.238878 3.932123 6.647326 0.013 -0.003 0.004 0.08
H -1.292480 4.200164 5.249248 0.029 0.036 -0.003 0.09
H 0.396557 3.713868 5.010962 -0.020 0.050 -0.011 0.07
H -1.796501 2.399760 7.656573 -0.002 -0.020 0.007 0.07
H -2.367923 0.945934 6.825195 -0.018 -0.002 -0.008 0.07
H -2.938676 2.533445 6.304089 -0.014 -0.005 0.017 0.09
H -0.846327 3.347402 3.171065 0.007 -0.013 0.036 0.08
H 0.864376 4.159317 1.594172 0.010 0.025 -0.003 0.08
H 4.200298 3.201291 -0.884581 -0.039 0.016 -0.032 0.09
H 2.200144 3.301187 -4.102353 0.023 -0.005 -0.026 0.09
H 1.115953 1.905489 -3.984378 -0.059 0.029 0.004 0.07
H 2.604373 1.785278 -4.938723 0.019 0.002 0.018 0.08
H 4.549742 3.134946 -3.061419 0.051 -0.016 -0.025 0.08
H 4.750770 1.591787 -3.907595 -0.005 -0.009 -0.006 0.08
H 5.009521 1.673288 -2.162239 0.017 0.012 -0.015 0.08
H 1.729984 -0.100510 -2.598365 0.002 -0.034 0.044 0.07
H 3.320090 -0.185457 -1.797388 0.004 0.010 -0.007 0.09
H 3.200330 -0.292306 -3.560685 0.029 0.002 0.010 0.08
H 5.241648 3.082857 1.139785 0.007 -0.005 0.001 0.07
H 4.188275 2.788341 2.524236 0.022 -0.015 -0.002 0.09
H 5.388358 4.095739 2.587307 0.007 -0.005 -0.010 0.08
H 4.927056 5.217889 -0.247216 -0.008 0.005 -0.019 0.07
H 5.005529 6.220548 1.209065 0.009 -0.010 -0.009 0.07
H 3.596399 6.314672 0.132239 0.019 0.017 -0.010 0.09
H 2.450232 4.447834 3.196234 -0.047 0.037 0.012 0.08
H 2.147161 5.891498 2.209678 -0.018 0.007 0.046 0.08
H 3.636848 5.760131 3.156625 0.004 -0.009 0.006 0.08
H -1.865589 -0.323152 5.095629 0.001 0.007 -0.038 0.09
H -4.766223 -1.290876 3.026738 -0.004 -0.014 -0.002 0.08
H -4.400492 -2.856202 2.265139 0.004 -0.001 0.043 0.08
H -4.111493 -1.354639 1.377222 -0.018 0.039 0.009 0.04
H -3.331593 -1.939352 4.988070 0.020 -0.016 0.021 0.08
H -1.648322 -2.455297 4.734509 -0.019 -0.020 0.027 0.08
H -2.982358 -3.470318 4.172935 -0.011 -0.006 0.010 0.08
H -1.756917 -2.192086 0.979780 0.059 0.016 -0.006 0.07
H -1.977940 -3.617720 2.006653 0.017 0.005 0.012 0.08
H -0.669727 -2.461871 2.364422 0.002 -0.033 -0.003 0.09
Cl -4.343283 -0.985838 -1.385902 -0.086 -0.213 -0.002 0.72
C -4.185497 0.449695 -2.331298 0.129 0.198 0.080 -0.67
C -2.983663 1.188550 -2.252060 -0.043 0.376 -0.047 -0.29
C -3.001212 2.359880 -3.045684 -0.240 -0.345 -0.145 -0.67
Cl -1.633583 3.430332 -3.101592 0.170 0.010 0.193 0.68
C -4.075369 2.731706 -3.860262 0.108 -0.093 0.100 -0.72
Cl -3.990564 4.145744 -4.857267 -0.069 0.094 -0.062 0.61
C -5.229736 1.963361 -3.888156 0.050 0.001 0.018 -0.74
Cl -6.570248 2.417737 -4.879196 -0.115 0.036 -0.077 0.61
C -5.284850 0.818506 -3.104593 0.235 -0.022 0.083 -0.72
Cl -6.722870 -0.137019 -3.106749 -0.177 -0.071 -0.053 0.63
O 0.566849 -0.154069 0.433676 -0.154 0.156 0.219 -0.06
H 0.434062 -1.088763 0.210922 -0.083 0.056 -0.210 0.01
H 1.291276 0.137075 -0.135004 0.010 -0.087 -0.057 0.04
C -1.072541 -1.116880 -1.835573 0.108 0.365 0.468 -0.39
Ge -0.435629 -2.846740 -2.125987 -0.141 0.381 -0.117 0.78
C -1.678279 -4.340245 -1.648984 0.101 0.075 0.035 -0.26
C -2.968516 -4.281918 -2.180160 0.056 0.017 -0.019 -0.13
C -3.935510 -5.213238 -1.835501 -0.073 -0.052 0.000 -0.11
C -3.632482 -6.234559 -0.941956 0.046 0.042 -0.006 -0.12
C -2.354460 -6.311224 -0.406599 -0.087 -0.111 0.046 -0.12
C -1.391476 -5.372677 -0.756670 0.084 0.015 -0.109 -0.12
C 1.325130 -3.306813 -1.278381 -0.098 0.117 0.025 -0.26
C 1.434760 -3.540749 0.095873 -0.085 -0.050 -0.121 -0.14
C 2.668070 -3.722009 0.705714 0.072 -0.021 0.075 -0.10
C 3.831817 -3.668570 -0.049674 -0.010 -0.010 -0.048 -0.12
C 3.747586 -3.428920 -1.415852 0.068 -0.012 0.093 -0.11
C 2.509800 -3.242888 -2.014373 -0.103 -0.057 -0.089 -0.12
C -0.081770 -3.098717 -4.072599 0.059 -0.200 0.126 -0.28
C -0.291351 -2.036749 -4.947957 -0.040 0.086 0.058 -0.11
C -0.010491 -2.160163 -6.302337 0.053 -0.064 -0.099 -0.10
C 0.499626 -3.353313 -6.801793 -0.022 0.064 0.003 -0.13
C 0.711583 -4.423378 -5.942532 0.039 -0.057 -0.029 -0.12
C 0.415653 -4.294047 -4.591446 -0.078 0.024 0.008 -0.13
H -3.213768 -3.478554 -2.866589 -0.062 0.024 0.022 0.08
H -4.932906 -5.140280 -2.255208 0.012 0.014 -0.007 0.09
H -4.387248 -6.961141 -0.663377 -0.002 0.001 0.001 0.08
H -2.110492 -7.108317 0.288489 0.019 0.024 0.007 0.09
H -0.396244 -5.455017 -0.332903 -0.016 -0.013 0.005 0.08
H 0.530637 -3.582201 0.694243 0.027 0.022 0.078 0.07
H 2.727160 -3.900662 1.773854 -0.033 0.012 -0.003 0.09
H 4.797458 -3.809887 0.422107 -0.003 0.011 0.005 0.09
H 4.654341 -3.381809 -2.009185 -0.021 0.031 -0.026 0.09
H 2.452038 -3.042881 -3.079170 0.063 0.002 0.005 0.09
H -0.676235 -1.106461 -4.536395 0.022 0.002 -0.004 0.08
H -0.179205 -1.325835 -6.974289 -0.012 0.017 0.029 0.09
H 0.732065 -3.447946 -7.856961 -0.006 -0.001 0.002 0.08
H 1.114028 -5.354125 -6.329448 -0.024 -0.008 0.017 0.09
H 0.571722 -5.137280 -3.923537 0.034 -0.007 -0.027 0.10
```
Positions in Å, forces in eV/Å.

Summary:
- charge = -2
- M (g/mol) = 1168.9
- relative energy (zero: lowest compared OMol25 entry of this formula, charge and spin) (eV) = 0.000
- highest occupied orbital energy (alpha / beta) (eV) = 0.162 / -1.118
- ⟨S²⟩ = 3.78
- multiplicity = 4

A structure of composition C53H60CsGe2I2O3P2STe, computed with wB97M-V/def2-TZVPD.

```
125
Properties=species:S:1:pos:R:3:forces:R:3:lowdin_charge:R:1
Cs 0.505177 -0.881035 -0.171870 0.077 -0.623 0.096 0.46
O -1.259984 -3.658305 -2.901832 -0.024 -0.023 -0.045 -0.56
S -1.898088 -2.380687 -2.470496 -0.039 -0.091 -0.005 0.83
C -3.520967 -2.810946 -1.831987 0.116 -0.001 -0.098 -0.39
C -4.089899 -3.999140 -2.270423 -0.065 0.089 0.106 -0.08
C -5.319486 -4.381583 -1.762406 -0.032 -0.032 -0.003 -0.07
C -5.956938 -3.582425 -0.820204 -0.023 -0.042 -0.024 -0.07
C -5.362959 -2.415742 -0.367340 0.061 0.015 -0.029 -0.07
C -4.122123 -2.008011 -0.859752 0.036 0.040 0.064 -0.35
P -3.203524 -0.562916 -0.166936 -0.041 0.031 -0.097 1.08
C -4.198412 -0.166393 1.310936 0.001 0.046 0.003 -0.39
C -5.251766 0.745474 1.319229 -0.012 0.000 -0.025 -0.09
C -5.930932 1.019467 2.497392 0.008 -0.011 -0.009 -0.08
C -5.564127 0.382445 3.674501 -0.014 0.001 0.041 -0.09
C -4.513666 -0.523836 3.675474 -0.008 -0.004 0.025 -0.07
C -3.828616 -0.791680 2.500634 0.025 -0.003 0.013 -0.10
C -3.680502 0.780887 -1.316582 -0.065 -0.060 -0.028 -0.37
C -3.062185 2.018712 -1.138483 0.069 -0.013 0.046 -0.09
C -3.378983 3.085629 -1.962280 0.032 0.034 -0.042 -0.09
C -4.282221 2.922531 -3.004338 -0.037 0.014 -0.023 -0.09
C -4.889318 1.691202 -3.201808 0.029 -0.010 0.059 -0.08
C -4.601918 0.632372 -2.349421 -0.055 0.008 -0.047 -0.09
C -2.373985 -1.521688 -3.995064 0.117 -0.053 0.043 -0.33
C -3.627192 -1.636755 -4.580164 -0.022 -0.004 -0.034 -0.08
C -3.877376 -1.004871 -5.785611 -0.022 0.034 -0.073 -0.07
C -2.879101 -0.266767 -6.409289 0.009 -0.018 0.039 -0.06
C -1.626952 -0.167046 -5.825777 -0.028 -0.044 0.013 -0.08
C -1.354469 -0.788588 -4.608614 -0.042 0.035 0.042 -0.34
P 0.312890 -0.735169 -3.818721 -0.070 0.033 0.144 1.07
C 0.605293 1.057265 -3.630556 0.033 0.031 -0.113 -0.38
C 1.894458 1.424459 -3.227557 0.008 -0.009 0.015 -0.11
C 2.203988 2.751094 -2.975880 -0.014 0.065 0.024 -0.07
C 1.229716 3.734016 -3.123486 0.051 -0.029 0.032 -0.08
C -0.049937 3.374528 -3.512393 -0.069 0.070 0.016 -0.08
C -0.366075 2.044618 -3.759786 -0.061 -0.020 -0.005 -0.08
C 1.359835 -1.181002 -5.244144 -0.006 -0.050 -0.018 -0.36
C 1.937864 -0.269683 -6.122492 0.000 0.018 0.007 -0.09
C 2.711909 -0.716591 -7.183321 0.009 0.022 -0.012 -0.09
C 2.910712 -2.075681 -7.375942 0.022 -0.035 -0.033 -0.09
C 2.342677 -2.990021 -6.500219 -0.014 -0.010 0.013 -0.08
C 1.577376 -2.545542 -5.433261 0.018 -0.014 -0.023 -0.08
H -3.549000 -4.610613 -2.980814 0.025 -0.001 -0.018 0.12
H -5.773229 -5.307565 -2.091381 -0.018 0.002 0.011 0.10
H -6.916037 -3.880211 -0.415930 -0.005 -0.021 -0.009 0.10
H -5.852183 -1.822114 0.394247 -0.008 -0.019 -0.003 0.10
H -5.534871 1.251476 0.403623 0.001 -0.007 0.016 0.10
H -6.742021 1.736614 2.496641 -0.007 0.001 0.002 0.10
H -6.087902 0.602297 4.596217 -0.005 0.006 -0.001 0.10
H -4.207686 -1.006906 4.594213 0.000 0.000 0.005 0.11
H -2.989137 -1.478449 2.516849 0.009 -0.002 -0.035 0.10
H -2.313031 2.149086 -0.366901 0.018 -0.030 0.010 0.09
H -2.897919 4.041357 -1.799102 0.012 0.015 -0.010 0.11
H -4.512177 3.752418 -3.661236 0.002 0.004 0.002 0.10
H -5.593568 1.551688 -4.012323 -0.006 0.005 -0.010 0.10
H -5.105103 -0.315330 -2.496428 0.022 -0.005 0.012 0.10
H -4.409630 -2.210171 -4.102267 0.020 -0.002 0.006 0.10
H -4.855836 -1.092011 -6.241262 0.003 0.007 -0.007 0.11
H -3.073622 0.225471 -7.353545 -0.016 -0.002 -0.006 0.10
H -0.843892 0.395590 -6.319871 0.007 -0.002 -0.002 0.11
H 2.647430 0.660059 -3.081206 0.009 -0.002 0.000 0.09
H 3.198606 3.012958 -2.637818 -0.002 0.005 -0.004 0.11
H 1.465791 4.768837 -2.912590 0.007 0.010 0.002 0.11
H -0.819685 4.130541 -3.612097 0.011 -0.012 0.008 0.10
H -1.381367 1.791205 -4.040367 0.012 -0.031 0.023 0.10
H 1.796955 0.793357 -5.968860 -0.006 0.005 -0.002 0.10
H 3.164487 0.000222 -7.856944 0.003 -0.001 -0.006 0.10
H 3.518029 -2.423400 -8.202095 0.005 0.006 -0.003 0.10
H 2.506814 -4.051301 -6.635878 0.006 0.000 -0.012 0.10
H 1.148272 -3.258880 -4.737577 -0.018 0.014 0.022 0.10
I 4.961494 -4.247576 -0.699004 0.063 0.004 -0.088 0.74
C 3.112393 -4.868663 0.131539 -0.011 -0.004 0.082 -1.18
I 1.445958 -4.581588 -1.141136 -0.084 0.014 -0.120 0.75
H 2.951395 -4.270308 1.026506 -0.030 -0.016 0.004 -0.16
H 3.194560 -5.925865 0.347049 -0.006 0.011 0.034 -0.05
C 5.216071 -1.150062 1.925560 -0.057 -0.074 0.098 -0.22
C 5.090592 0.164179 1.169125 0.088 0.080 -0.094 -0.44
Ge 3.268332 1.048940 1.301185 -0.088 0.055 0.099 0.80
C 3.912156 2.936849 0.897960 0.097 -0.098 -0.038 -0.45
C 2.813463 3.980378 1.035333 -0.136 0.137 0.011 -0.22
C 3.282488 1.305443 3.301592 -0.069 -0.061 -0.090 -0.26
C 2.631814 0.748857 4.335453 0.120 -0.012 -0.182 -0.36
Ge 1.284443 -0.721437 4.337251 0.087 0.088 -0.044 0.44
C -0.491792 0.146105 4.092659 -0.052 -0.069 0.107 -0.39
C -0.480064 1.413047 3.251322 0.089 0.104 -0.067 -0.18
C 1.300827 -1.443542 6.175616 -0.114 -0.023 0.053 -0.41
C 2.625114 -2.094130 6.550454 0.101 -0.028 -0.039 -0.19
C 2.891564 1.328576 5.682449 -0.104 -0.062 0.028 -0.28
C 4.184854 1.407225 6.199195 0.007 -0.010 -0.010 -0.05
C 4.427244 1.989389 7.433638 0.033 0.011 0.040 -0.10
C 3.379495 2.506697 8.182465 0.016 0.023 0.050 -0.12
C 2.086279 2.433217 7.683018 -0.018 0.005 0.017 -0.10
C 1.847214 1.843825 6.451829 0.003 0.022 0.029 -0.06
H 6.206222 -1.606514 1.818715 0.008 -0.018 -0.007 0.05
H 4.470969 -1.879914 1.597341 0.018 0.018 0.006 0.00
H 5.029457 -1.000010 2.991838 -0.009 -0.007 0.002 0.05
H 5.347627 0.009756 0.111385 0.005 0.038 -0.014 0.03
H 5.823036 0.889588 1.543635 0.023 -0.013 0.008 0.04
H 4.324350 2.949127 -0.119184 -0.002 0.009 0.004 0.03
H 4.744247 3.175205 1.571298 0.003 -0.006 0.019 0.04
H 2.020992 3.829330 0.293313 0.010 -0.019 -0.003 0.03
H 3.159950 5.014102 0.913560 0.038 -0.027 0.004 0.05
H 2.335112 3.917246 2.018408 0.004 0.000 0.007 0.06
H 3.940970 2.133191 3.602479 0.035 0.037 -0.045 0.06
H -0.929472 0.346881 5.077656 0.006 -0.023 0.002 0.05
H -1.106535 -0.622420 3.622170 -0.052 -0.011 0.008 0.01
H 0.002880 2.240197 3.776953 -0.017 0.000 0.024 0.06
H -1.487145 1.734152 2.964477 0.011 0.004 -0.018 0.06
H 0.114233 1.271386 2.344312 -0.058 -0.056 -0.021 0.02
H 0.492642 -2.180579 6.195316 0.010 -0.005 0.044 0.05
H 1.049336 -0.653438 6.887208 -0.036 0.010 0.002 0.04
H 2.881131 -2.878492 5.834258 -0.002 -0.003 0.009 0.03
H 2.600539 -2.539311 7.549157 -0.014 -0.012 0.011 0.06
H 3.435895 -1.360970 6.539064 0.005 -0.009 0.008 0.05
H 5.000564 0.997892 5.615411 0.002 0.000 -0.002 0.11
H 5.441197 2.034898 7.814029 -0.007 0.005 0.011 0.09
H 3.567165 2.960350 9.148177 0.006 -0.001 -0.005 0.09
H 1.259038 2.837359 8.254928 0.005 0.000 0.007 0.09
H 0.834441 1.789354 6.068033 -0.003 -0.001 -0.004 0.10
O 0.054851 1.900048 -0.299273 -0.149 0.667 -0.096 -0.26
H 0.676938 2.168345 -0.991010 -0.070 0.015 -0.033 0.00
H 0.600895 1.973376 0.499997 0.183 -0.027 0.059 -0.05
O 3.191510 -1.030174 -1.758695 0.122 -0.156 0.004 -0.20
H 3.441312 -1.963779 -1.763818 0.035 0.024 -0.029 -0.05
H 3.627905 -0.666967 -0.970855 -0.098 0.090 0.075 -0.02
Te 1.403176 -2.747590 2.833633 0.011 0.046 0.035 0.17
```
Positions in Å, forces in eV/Å.

Summary:
- charge = -1
- M (g/mol) = 1498.6
- highest occupied orbital energy (eV) = -3.231